Below is a cluster of 5 separate species, C24H34O6S2 in total in a non-equilibrium geometry, with properties calculated with the ωB97M-V functional and the def2-TZVPD basis.

Summary:
E (hartree): -2182.26287
2S+1: 2
LUMO level (spin up / spin down) (hartree): -0.153 / -0.311
⟨S²⟩: 0.771
Total charge: +1

Positions of all 66 atoms, in Å:
O  8.87  16.57  10.74
S  8.81  17.76  9.89
O  7.83  18.81  10.20
O  10.29  18.47  9.79
C  11.37  17.88  9.14
C  12.57  18.27  9.96
C  8.55  17.31  8.10
H  11.44  18.11  8.07
H  11.33  16.79  9.20
H  12.54  17.71  10.89
H  12.49  19.32  10.23
H  13.52  18.07  9.46
H  7.47  17.18  8.01
H  9.09  16.37  8.00
H  8.76  18.12  7.39
O  0.00  18.09  11.98
S  1.30  17.29  11.95
O  1.47  16.11  11.11
O  2.46  18.44  11.69
C  3.83  17.96  11.60
C  4.53  18.11  10.22
C  1.72  16.70  13.67
H  3.98  16.90  11.83
H  4.33  18.54  12.37
H  5.38  17.47  9.98
H  5.05  19.07  10.26
H  3.80  18.27  9.42
H  2.79  16.48  13.68
H  1.05  15.86  13.84
H  1.68  17.51  14.39
C  14.26  16.32  16.04
C  14.70  17.36  15.19
C  14.31  17.34  13.84
C  13.56  16.34  13.39
C  13.15  15.27  14.08
C  13.49  15.30  15.48
H  14.45  16.47  17.09
H  15.32  18.14  15.61
H  14.59  18.10  13.12
H  13.32  16.44  12.34
H  12.55  14.50  13.62
H  13.09  14.53  16.14
C  11.44  20.26  14.56
C  10.16  19.91  14.14
C  9.70  20.29  12.88
C  10.46  21.27  12.15
C  11.79  21.65  12.54
C  12.23  21.06  13.75
H  11.85  19.80  15.45
H  9.58  19.26  14.78
H  8.78  19.89  12.46
H  10.03  21.54  11.20
H  12.47  22.35  12.08
H  13.26  21.26  14.03
C  9.03  15.35  5.19
C  8.27  14.64  6.20
C  8.89  13.88  7.22
C  10.25  13.86  7.18
C  11.06  14.52  6.26
C  10.43  15.28  5.23
H  8.46  15.82  4.40
H  7.20  14.74  6.12
H  8.39  13.30  7.97
H  10.79  13.25  7.88
H  12.13  14.40  6.17
H  10.98  15.60  4.36